[1]
Entry from the Open Molecules 2025 dataset: an isolated molecule of C11H10ClFN2 in a non-equilibrium geometry (the ωB97M-V functional and the def2-TZVPD basis).

Structure (XYZ):
```
25
Properties=species:S:1:pos:R:3:forces:R:3
H -1.535843 -0.220453 -2.037317 0.170 -0.649 0.374
N -1.796706 0.457597 -1.335069 -0.959 0.341 1.046
C -2.176519 0.059540 -0.187454 1.089 1.008 -3.006
Cl -2.708247 1.260033 0.897248 -0.351 0.978 0.847
C -2.215998 -1.252926 0.380595 -1.745 -0.937 -1.164
C -1.506019 -1.726110 1.335356 3.056 -1.747 2.472
C -0.255149 -1.065967 1.983111 -2.385 -1.356 3.203
C 0.368145 0.127638 1.373503 -0.249 -1.362 1.770
F 0.285052 1.215315 2.189634 -0.047 -0.432 -1.110
C 0.992497 0.069958 0.205976 0.200 1.400 2.003
C 1.201801 -1.192492 -0.473928 -1.266 3.060 -2.153
N 1.269297 -1.192400 -1.751735 1.170 -1.033 -0.594
C 1.385296 0.027461 -2.451633 -0.867 1.134 1.725
C 1.347387 1.233564 -1.805973 -0.291 -1.269 -2.953
C 1.331191 1.336309 -0.377066 1.902 1.069 -0.986
C 1.792747 2.475035 0.191690 -1.986 -2.904 -0.144
H -2.935629 -1.980428 0.067923 -0.822 0.225 -0.753
H -1.773832 -2.780254 1.671108 0.731 1.507 -0.216
H -0.621535 -0.869370 3.066108 0.545 0.428 -1.589
H 0.434443 -1.870098 2.271018 0.303 0.113 -0.731
H 0.989455 -2.030952 0.080863 -0.008 -2.285 0.824
H 1.357804 0.002451 -3.533509 0.099 -0.339 0.098
H 1.209619 2.065406 -2.506553 0.530 0.199 0.746
H 1.886781 3.244210 -0.466688 0.668 2.369 -1.409
H 1.673961 2.606934 1.212794 0.512 0.484 1.699
```
Positions in Å, forces in eV/Å.

- E_LUMO: -0.56 eV
- SMILES string: [H]/N=C(Cl)\C=C/C/C(F)=c1\cnccc1=C
- Max |F|: 4.3 eV/A
- Kohn-Sham gap: 7.48 eV
- Relative energy (zero: lowest compared OMol25 entry of this formula, charge and spin): 76.2 kcal per mole
- HOMO: -8.04 eV

=====

[2]
Entry from the Open Molecules 2025 dataset: a structure of composition C11H10ClGaN in a non-equilibrium geometry (the ωB97M-V functional and the def2-TZVPD basis).

Structure (XYZ):
```
24
Properties=species:S:1:pos:R:3:forces:R:3
C 0.925885 -2.181039 2.340328 -0.690 0.327 -1.945
C 0.966552 -1.708487 1.016050 0.455 -0.378 1.854
C -0.366335 -1.620711 0.513649 -0.519 1.133 -0.452
H 1.848956 -1.402785 0.493849 0.284 0.038 -0.210
C -1.261246 -2.080745 1.536524 0.999 -0.662 1.974
C -0.447188 -2.466097 2.681754 -1.751 1.096 -2.204
H -0.812878 -2.856314 3.644288 0.197 0.273 -0.668
H 1.778039 -2.368274 2.955884 0.319 0.055 0.319
H -0.611018 -1.563572 -0.546129 0.017 -0.172 0.150
H -2.349202 -2.128786 1.406310 0.583 -0.081 0.327
Ga -0.183457 1.219727 0.198280 1.665 -1.304 1.987
Cl 2.074961 1.685554 0.666634 -0.625 -0.135 0.262
C 0.087430 2.523693 -1.660134 0.292 -2.238 -0.636
C -1.181315 1.864475 -2.025467 1.485 -1.493 -0.582
C -0.845354 0.650145 -2.711342 0.366 1.407 0.294
H -2.130357 2.351112 -2.037362 -0.522 0.047 0.321
C 0.578227 0.541863 -2.788099 -0.535 1.609 -0.004
C 1.158074 1.681900 -2.176956 -2.006 0.083 -0.720
H 2.180205 1.987837 -2.263559 0.303 -0.173 0.489
H 0.192712 3.540821 -1.372374 0.056 0.567 0.364
H -1.541238 0.055105 -3.284404 -0.084 -0.251 0.411
H 1.112926 -0.161053 -3.419940 -0.061 -0.111 0.451
N -0.655984 1.256474 3.982072 -0.206 0.091 1.971
C -0.518394 1.179161 2.850144 -0.024 0.274 -3.756
```
Positions in Å, forces in eV/Å.

- E_LUMO (alpha / beta): 1.36 / 1.34 eV
- Charge: -1
- Max |F|: 3.8 eV/A
- Kohn-Sham gap (alpha / beta): 5.63 / 5.59 eV
- Relative energy (zero: lowest compared OMol25 entry of this formula, charge and spin): 31.9 kcal per mole
- HOMO (alpha / beta): -4.26 / -4.26 eV

=====

[3]
Entry from the Open Molecules 2025 dataset: a structure of composition C11H10ClNSr in a non-equilibrium geometry (the ωB97M-V functional and the def2-TZVPD basis).

Structure (XYZ):
```
24
Properties=species:S:1:pos:R:3:forces:R:3
C 0.829112 3.373141 -0.464513 -0.250 0.134 0.093
C 0.953504 2.336016 -1.427822 0.132 -0.218 0.293
C 1.498769 1.199133 -0.784607 -0.001 0.431 0.172
H 0.661267 2.351600 -2.478019 0.132 0.216 0.308
C 1.659885 1.495532 0.592177 -0.067 0.711 -0.521
C 1.249602 2.854711 0.802366 0.150 -0.557 -0.437
H 1.316420 3.382411 1.749096 -0.030 0.051 -0.162
H 0.544567 4.409026 -0.700886 0.005 -0.491 0.279
H 1.851655 0.302886 -1.289010 -0.540 0.053 0.278
H 2.145332 0.831327 1.299070 -0.298 0.127 0.075
Sr -1.385031 1.683553 0.414872 1.617 -0.514 0.027
Cl -2.601752 0.825533 -1.713613 -0.745 0.075 -0.648
C -0.759969 -3.207859 -0.413671 0.554 0.183 -0.174
C 0.479112 -2.957435 0.255248 -0.144 -0.219 -0.614
C 1.357431 -2.352575 -0.682714 -0.650 -0.154 -0.553
H 0.739399 -3.247951 1.283197 -0.204 0.236 -0.466
C 0.667741 -2.215295 -1.936247 -0.293 -0.408 1.135
C -0.651959 -2.726295 -1.750638 0.731 -0.010 0.546
H -1.468098 -2.639954 -2.459788 0.083 -0.165 -0.023
H -1.618664 -3.735178 0.008305 0.158 0.333 -0.052
H 2.357329 -1.986680 -0.468593 -0.003 -0.103 -0.026
H 1.068907 -1.786107 -2.852066 -0.100 0.077 0.186
N -2.200219 0.018872 3.741922 0.593 0.993 -1.565
C -1.847274 0.560537 2.755317 -0.831 -0.784 1.849
```
Positions in Å, forces in eV/Å.

- E_LUMO: 4.53 eV
- Charge: -2
- Max |F|: 2.2 eV/A
- Kohn-Sham gap: 4.41 eV
- HOMO: 0.12 eV

=====

[4]
Entry from the Open Molecules 2025 dataset: a cluster of 2 separate species, C11H10F3O2 in total in a non-equilibrium geometry (the ωB97M-V functional and the def2-TZVPD basis).

Structure (XYZ):
```
26
Properties=species:S:1:pos:R:3:forces:R:3
C 0.240434 2.363996 2.732669 0.211 -1.640 -1.827
C 1.102408 0.966145 2.684475 -0.953 1.707 1.184
C 1.372281 0.459876 1.121656 2.644 -0.544 -1.020
C 2.720207 1.235649 0.578241 -2.202 1.997 -2.761
F 4.125141 0.729401 0.751204 -3.382 1.667 0.843
C 2.479924 2.567512 -0.099253 1.053 -2.397 2.815
F 1.841781 2.699750 -1.438446 1.165 0.489 4.162
F 2.918176 3.765523 0.695064 -0.540 -2.419 -3.664
H -0.889888 2.118345 2.500333 1.966 0.376 0.285
H 0.618563 3.146956 1.938281 -0.516 -1.396 1.452
H 0.490593 0.150558 3.283334 1.210 1.379 -1.430
H 2.112711 1.111823 3.285595 -1.871 -0.469 -1.599
H 1.593830 -0.687895 1.075706 -0.566 1.936 0.062
H 0.456055 0.740242 0.445998 2.213 -0.328 1.641
C -1.388533 -0.917700 -2.702121 0.152 0.103 0.249
C -0.873167 -0.673941 -1.493277 -0.027 0.152 -0.407
C -1.212624 -1.518718 -0.331239 0.391 0.249 0.934
O -0.742947 -1.295135 0.775977 -0.726 -0.542 -0.797
C -2.141836 -2.643614 -0.557022 -0.255 -0.261 -0.300
C -2.657202 -2.887372 -1.765866 0.044 -0.087 0.393
C -2.317746 -2.042596 -2.927904 -0.155 0.012 -0.596
O -2.787423 -2.266179 -4.035119 0.152 0.035 0.457
H -1.150531 -0.307435 -3.564781 -0.021 -0.031 0.010
H -0.189659 0.146807 -1.311606 -0.024 -0.059 -0.060
H -2.379838 -3.253879 0.305638 0.029 0.040 0.014
H -3.340711 -3.708121 -1.947537 0.010 0.032 -0.038
```
Positions in Å, forces in eV/Å.

- E_LUMO: 0.56 eV
- Charge: -1
- Max |F|: 4.4 eV/A
- Kohn-Sham gap: 2.46 eV
- HOMO: -1.90 eV

=====

Question: Among the records above, which one has the lowest max |F|?
Answer: C11H10ClNSr

=====

Question: Which of these has the lowest max |F|?
Answer: C11H10ClNSr